[1]
118
Properties=species:S:1:pos:R:3:forces:R:3 method="wB97M-V/def2-TZVPD" total_charge=+1 gap_ha=0.29031
As -0.18886 1.38629 -2.75121 -0.901 -0.401 -0.460
As 0.74205 -1.89025 -3.04543 -0.618 0.150 -1.104
As 4.07206 -3.10690 0.76212 -0.662 0.034 2.008
P -1.94982 -0.62228 2.51295 -0.785 -2.031 1.599
P -0.44224 2.06408 3.27945 1.417 0.580 -0.023
Na 1.29159 -0.33434 1.59100 0.265 -0.348 -0.231
O -0.82200 3.59058 2.87045 0.794 -0.423 1.083
O 0.80510 1.61374 2.58371 -0.928 -0.174 0.371
O -0.27828 1.86201 4.84414 -0.221 0.039 -0.489
O -0.72254 -1.23438 1.95021 -0.395 0.707 -0.033
O -3.20654 -0.95550 1.63307 0.364 0.101 -0.011
O 2.86352 -1.89463 0.96461 1.743 -1.691 -0.696
O -2.32214 -1.20840 4.00193 0.283 0.989 -0.880
C 1.47959 4.56970 2.55850 -0.110 -0.628 0.074
C 0.17478 -3.73429 -3.42936 0.057 0.364 0.727
C -0.72722 -6.39377 -3.78054 0.315 0.191 0.338
C -0.49670 6.05125 3.04399 0.379 -0.313 -0.047
C -0.55662 0.43713 -4.55381 0.348 0.639 0.892
C 3.58512 -1.57225 -3.72670 -1.012 0.216 -1.455
C 1.27587 4.43917 -5.19048 -0.004 -0.476 -0.153
C -5.25392 0.36702 2.07115 -0.868 0.092 0.809
C -0.30752 -2.36157 4.74521 0.983 -1.182 -0.292
C -1.57784 3.46780 6.21293 1.150 -0.392 0.809
C -1.80978 -2.43659 4.61446 -0.425 -0.532 -0.991
C -1.16991 -4.05748 -3.25233 -0.216 -0.596 -0.004
C -1.87180 3.78000 -2.35405 -0.051 -1.126 0.256
C -3.11222 1.67675 -2.37798 0.381 0.305 -0.148
C 2.17361 -2.18137 -5.61650 0.845 0.118 0.163
C -1.89996 2.39400 -2.51563 0.131 -0.697 -0.198
C 4.54145 -1.74823 -5.96446 -0.616 0.953 0.360
C -5.35081 -2.17799 1.83984 0.520 -0.101 -0.140
C 3.52372 -4.99202 1.16018 0.094 1.202 -0.769
C -0.66196 -1.05154 -4.33919 0.248 -1.217 -0.451
C 4.68648 -1.48324 -4.58714 -0.485 -0.647 -0.231
C -1.92621 1.14782 2.81610 0.327 0.781 -0.136
C 2.58069 4.61812 -4.74140 -0.066 -0.464 1.561
C 3.06245 3.87734 -3.63455 -0.540 -0.045 -0.563
C 1.09011 -4.75493 -3.62187 -0.711 -1.075 -0.200
C 0.91132 3.07906 6.54610 0.599 -0.925 0.541
C 0.44364 3.44786 -4.65151 1.013 0.679 0.448
C -4.67110 -0.88004 1.45002 0.439 0.251 -0.089
C -4.28587 2.37999 -2.09000 0.628 0.365 -0.233
C 3.28106 -2.04433 -6.47450 -0.707 -0.459 -0.474
C -1.60761 -5.37896 -3.40484 -0.886 0.418 -0.191
C 0.88211 2.77693 -3.50965 1.108 0.059 -0.355
C 5.08082 -3.33661 -0.92879 -0.663 0.276 0.632
C 0.16983 4.70152 3.29640 -1.082 -0.683 -0.955
C -0.40977 2.45076 6.19514 -0.514 0.452 -1.039
C 2.30145 -1.84408 -4.25764 0.316 -0.674 -0.248
C -2.33008 -3.62785 3.76482 0.368 0.180 0.998
C -3.04962 4.44304 -2.05233 0.024 0.915 -0.518
C 2.20525 2.96724 -3.02383 -0.701 0.002 0.296
C -4.26410 3.78930 -1.99260 0.575 -1.538 0.369
C 5.29188 -2.98325 2.34784 0.137 0.856 -2.042
C 0.62338 -6.07803 -3.81380 0.988 0.553 -0.365
H 5.51993 -2.42966 -1.34203 0.126 -0.050 0.350
H -1.49569 0.84857 -4.92231 -0.044 -0.008 -0.092
H -2.60977 1.36579 3.62186 -0.638 0.021 0.078
H -4.93014 1.25743 1.55639 0.367 0.317 -0.122
H 1.03471 3.94536 5.95088 0.342 0.944 -0.494
H -1.89340 -3.28891 -2.96323 0.227 -0.280 -0.187
H -3.12968 0.57664 -2.54860 -0.023 0.890 0.337
H -0.90960 4.26634 -2.44461 -0.190 0.352 0.061
H 0.13707 -2.78387 3.81410 -0.044 0.676 0.601
H 0.26955 6.81182 3.27798 -0.588 -0.141 0.229
H 1.89318 3.57946 2.72311 0.078 -0.025 -0.057
H -3.02366 5.52463 -1.94900 -0.046 -0.086 0.049
H 0.90286 3.39185 7.57673 -0.146 0.208 0.489
H -5.16017 4.33305 -1.80385 -0.524 0.276 0.126
H 1.37965 -6.83070 -4.06208 -0.415 0.107 0.167
H 0.00978 -1.34571 4.92906 0.106 0.394 -0.242
H -2.68869 -5.56173 -3.26868 0.720 -0.109 -0.149
H 4.30369 -3.65063 -1.61694 0.023 -0.276 -0.256
H -1.91920 -4.57008 4.14825 -0.234 0.150 0.128
H 2.14164 5.26762 3.04418 0.440 0.489 -0.176
H 5.64492 -1.92921 2.28637 0.127 -0.926 0.603
H -2.27903 -2.47511 5.59625 -0.114 0.218 -0.047
H 4.44235 -5.58652 1.19601 -0.181 0.156 0.098
H 5.33364 -1.57194 -6.68400 0.224 -0.199 0.343
H -6.36135 0.37314 1.97914 0.620 -0.235 -0.035
H 2.52330 2.42597 -2.11056 -0.191 0.281 -0.718
H -0.71170 6.18451 1.98594 -0.001 -0.224 -0.156
H -0.62038 -1.62738 -5.32305 -0.030 0.672 1.262
H 4.70175 -3.20339 3.20917 -0.584 0.254 0.552
H -3.42088 -3.64349 3.81824 0.149 -0.157 -0.066
H -1.03559 -7.41816 -4.00338 -0.113 0.429 0.211
H 2.89111 -5.34414 0.35382 -0.245 -0.221 0.088
H 3.00984 -4.96267 2.11896 -0.013 -0.150 -0.106
H -1.51546 4.15309 5.39457 0.183 0.435 -0.551
H 0.33459 4.50135 4.34904 -0.061 0.288 0.053
H -0.52715 3.25154 -5.09540 0.028 0.100 0.180
H 5.64975 -1.24359 -4.17561 0.324 0.085 0.011
H 3.22017 5.40019 -5.09330 0.104 0.270 -0.594
H -2.22247 1.68074 1.91490 -0.407 -0.104 -0.215
H -5.04882 0.47453 3.15448 0.061 -0.224 -0.505
H 1.41674 4.72325 1.47457 -0.129 0.234 0.330
H 0.87983 5.03904 -5.99236 0.125 0.156 -0.257
H -1.57182 4.05795 7.13884 0.065 -0.262 -0.144
H -0.65023 1.58176 6.79917 0.063 0.011 0.163
H 1.82201 2.45246 6.43866 -0.853 0.032 -0.187
H 3.62133 -1.38513 -2.67120 0.405 0.243 0.370
H 4.08314 4.00454 -3.25750 -0.442 0.068 -0.221
H -6.42378 -2.07612 1.74075 -0.218 0.065 -0.258
H -5.18959 1.81667 -1.93611 -0.369 0.049 -0.142
H 0.23671 0.72867 -5.25183 -0.025 -0.099 0.304
H -4.70382 -0.76655 0.37204 -0.277 -0.033 -0.193
H -1.43845 6.19547 3.57995 0.332 0.041 0.188
H 0.14139 -2.94000 5.58214 -0.759 0.071 -0.375
H -2.01039 -3.57181 2.73269 0.092 0.310 -0.265
H 6.06807 -3.75485 2.29832 0.096 0.478 -0.236
H 2.15300 -4.55705 -3.63231 0.068 0.035 -0.192
H 3.11557 -2.18088 -7.57586 0.365 -0.029 1.208
H -1.65280 -1.24592 -3.89760 0.395 -0.250 0.010
H -5.16843 -2.44092 2.86446 0.186 0.047 0.648
H -5.00081 -3.01842 1.23392 -0.070 0.202 -0.043
H -2.50900 2.96178 6.14439 -0.885 -0.495 -0.036
H 1.26578 -2.64376 -6.00280 -0.029 0.544 0.057
H 5.80902 -4.14028 -0.74929 -0.227 0.359 -0.106

***

[2]
8
Properties=species:S:1:pos:R:3:forces:R:3 method="wB97M-V/def2-TZVPD" multiplicity=3 gap_ha="0.22091 / 0.27690"
N -0.01534 1.27098 0.41317 -5.889 3.681 0.885
N 1.00653 0.02619 0.51569 4.712 -6.156 0.227
C 0.15006 -0.69766 -0.47913 1.853 -0.973 0.246
C -0.49115 -0.02442 0.60317 -0.084 0.307 1.650
H 0.48122 -1.71453 -0.68231 -0.803 -0.122 0.741
H -0.08691 1.67569 -0.47747 0.006 2.121 -1.140
H 0.04328 -0.10642 -1.31411 -0.023 0.595 -2.458
H -1.08768 -0.42983 1.42100 0.227 0.548 -0.152

***

[3]
20
Properties=species:S:1:pos:R:3:forces:R:3 method="wB97M-V/def2-TZVPD" total_charge=+2 gap_ha=0.27959
N -1.55023 -2.51886 -1.14929 -1.837 -0.207 3.255
N 0.97722 0.86706 1.55168 -1.330 -1.868 -1.099
N 1.79421 1.78742 -0.88934 -1.610 -0.384 -0.414
C 0.31105 1.37207 -0.72126 1.578 -1.604 3.841
C 0.06663 0.67302 0.48882 1.289 4.944 -2.176
C -1.14939 -0.16142 0.68422 1.417 -0.981 -1.459
C -0.40197 -1.48745 0.37856 -2.942 -2.068 -0.783
H -0.34526 1.67910 -1.49776 -0.326 -0.114 -0.544
H 0.37637 -1.83892 -0.32184 0.172 1.507 0.753
H -2.39977 -2.04123 -0.78042 0.351 -0.224 -1.144
H -1.79810 0.02967 -0.19027 0.029 0.002 0.441
H 2.00030 2.78227 -0.99950 -0.168 0.155 0.308
H -1.77811 -2.90705 -2.07596 0.748 0.712 -0.098
H -0.67923 -2.25012 1.10739 0.500 -0.212 0.030
H 0.88620 0.02690 2.18947 0.748 2.577 0.123
H 2.37848 1.36252 -0.17086 -0.094 0.182 0.575
H 1.06897 1.88103 1.77253 0.098 -1.649 0.842
H 2.10023 1.34598 -1.73985 0.285 -0.125 -0.875
H -1.69974 -0.05714 1.65818 0.748 -0.526 -0.918
H -1.61662 -3.33961 -0.52455 0.343 -0.118 -0.658

***

[4]
64
Properties=species:S:1:pos:R:3:forces:R:3 method="wB97M-V/def2-TZVPD" multiplicity=2 gap_ha="0.20696 / 0.15824"
Co 0.18111 -0.90619 -1.26814 -0.739 -0.454 0.195
S 3.88588 1.12166 -2.61671 -0.455 -0.092 0.168
F -2.26296 5.53529 2.85946 -0.232 0.255 -0.046
O -0.40507 4.12588 3.57464 0.853 -0.324 0.830
O 1.76738 0.92424 4.87439 0.042 -0.058 0.007
N 0.50558 2.06737 3.41503 0.012 0.040 -0.100
N 1.52869 0.34204 -1.99286 0.768 -0.723 -0.229
N 0.92626 -1.09996 0.63643 -0.196 0.514 0.206
N -1.74576 -1.81837 -0.86323 0.572 -0.134 -0.026
C -2.70145 -1.33069 -1.86143 -0.020 0.108 -0.213
C -1.02139 5.12539 0.89819 -0.194 0.156 0.075
C 1.62923 -2.90457 -3.11154 0.039 -0.304 -0.044
C 1.52698 0.58655 -3.34911 -0.021 0.158 -0.162
C -2.47268 3.42637 1.82981 -0.242 0.127 -0.083
C -0.85638 2.10122 -1.25455 0.162 -0.085 -0.030
C -2.11406 2.56642 0.81688 0.068 -0.075 -0.086
C -0.21173 -4.86681 -2.48732 -0.142 0.025 0.107
C 0.88011 -5.18672 -3.27954 0.013 -0.082 -0.045
C -1.21201 2.95633 -0.21086 0.076 0.281 0.261
C 2.13721 -2.32924 2.27967 -0.010 -0.015 -0.041
C 2.70857 0.58410 -1.48331 0.059 0.225 -0.315
C 2.02176 -1.28250 3.17641 -0.078 0.145 -0.015
C 2.70366 1.00803 -3.86130 0.205 0.148 0.124
C -0.67147 4.26979 -0.11963 -0.033 -0.167 -0.070
C 1.57375 -2.20345 1.01905 -0.028 0.034 -0.003
C -2.29895 -1.59571 0.47394 0.003 0.029 0.056
C 1.23562 0.98935 3.77804 -0.206 0.282 0.011
C 0.34884 3.19088 4.30562 0.203 -0.070 0.268
C -1.51990 -3.26946 -1.06590 0.148 -0.173 -0.057
C -0.37136 -3.57040 -2.00271 0.114 -0.218 -0.185
C 1.80185 -4.19762 -3.59586 0.129 0.101 0.050
C 1.34579 -0.12720 2.78677 0.216 -0.339 -0.007
C 0.82398 -0.09079 1.50216 -0.010 0.214 0.301
C 0.54874 -2.55488 -2.29500 -0.476 1.111 -0.191
C -1.92348 4.69789 1.86000 -0.370 -0.096 -0.851
H 0.62153 0.42800 -3.91442 0.012 -0.120 0.093
H 0.06239 2.17343 2.51630 -0.016 -0.121 -0.048
H 2.37175 -2.15478 -3.37838 -0.020 0.018 -0.009
H 2.95088 0.46766 -0.43847 -0.042 -0.127 0.006
H -3.17037 3.13042 2.60245 0.051 -0.013 0.022
H -3.65292 -1.87685 -1.80058 0.027 -0.047 0.057
H 1.33239 3.58189 4.58776 -0.013 -0.014 -0.010
H 0.29380 0.77867 1.12459 0.021 -0.028 0.021
H 2.43784 -1.32846 4.17363 0.010 0.004 0.004
H -0.16573 2.87124 5.21866 0.001 0.019 -0.021
H -3.22231 -2.16945 0.63053 0.013 0.019 -0.026
H -2.44465 -3.74117 -1.42449 -0.047 -0.017 0.101
H 2.66051 -4.43651 -4.21497 -0.023 -0.014 -0.007
H -1.18771 1.07479 -1.28185 -0.166 -0.218 -0.107
H -0.60225 6.12074 0.96999 0.011 -0.019 0.003
H -2.28480 -1.45132 -2.86063 0.040 -0.030 0.070
H -2.53098 1.56643 0.78988 -0.039 0.061 -0.013
H -0.60792 4.88089 4.13174 -0.021 0.047 0.092
H -2.52698 -0.53753 0.61007 0.027 -0.036 -0.044
H -1.57144 -1.88730 1.23018 -0.014 -0.031 -0.019
H -0.19333 2.43285 -2.04079 0.002 0.000 0.044
H 0.04294 4.58892 -0.86845 -0.031 0.021 -0.021
H 1.63234 -2.99373 0.27884 -0.010 0.012 -0.053
H 2.94262 1.25573 -4.88193 -0.051 -0.025 0.008
H 1.01206 -6.19806 -3.64420 -0.018 0.011 -0.024
H -0.94164 -5.63433 -2.23861 0.026 0.000 -0.028
H 2.65912 -3.23912 2.54194 -0.012 0.004 0.019
H -1.29555 -3.71331 -0.09119 -0.030 0.092 0.049
H -2.91393 -0.27400 -1.69507 0.085 0.008 -0.020

***

[5]
12
Properties=species:S:1:pos:R:3:forces:R:3 method="wB97M-V/def2-TZVPD" smiles="C=CN.N" gap_ha=0.33673
N -0.50731 -0.55573 -2.88540 -0.586 0.762 1.876
N 0.39093 -0.08427 0.17531 1.683 -1.755 -0.854
C 0.28417 0.09066 2.50201 -0.811 3.156 1.508
C 0.34510 0.67774 1.32469 -1.968 1.375 -0.434
H 0.69538 -1.02719 0.51836 -0.878 0.902 -1.394
H 0.21208 1.77370 1.22907 -0.150 -0.797 -0.113
H -1.19922 -0.38583 -2.04744 2.056 -0.487 -2.111
H 0.53093 -0.89222 2.58560 0.164 -2.869 0.396
H -0.31764 -0.07938 -0.58608 1.024 0.313 1.560
H 0.48896 -0.31261 -2.64216 -1.611 -0.327 0.187
H -0.78425 0.16310 -3.54326 -0.053 -0.009 -0.236
H -0.13912 0.63202 3.36932 1.131 -0.263 -0.384

***

[6]
29
Properties=species:S:1:pos:R:3:forces:R:3 method="wB97M-V/def2-TZVPD" total_charge=-1 gap_ha=0.37359
F -1.52350 0.60964 -1.53743 -0.211 0.489 -0.872
F -1.03026 1.54063 0.44669 0.371 0.629 -0.276
F 0.46962 1.76108 -1.32951 -0.448 1.138 0.129
F 0.16647 -0.25417 -0.33281 0.294 0.080 -0.005
O 2.41559 0.57322 -2.39748 0.522 -0.061 -0.326
O -3.47377 -0.65388 0.07169 -0.024 -0.606 0.036
O -1.62043 -2.03737 -2.33175 1.069 0.748 0.011
O 3.16583 1.73008 0.88508 0.545 -0.008 -1.193
O -2.66067 0.57571 2.30780 -0.188 1.153 -0.349
O 2.71663 -1.14048 0.84099 0.774 -0.797 0.671
O -0.87249 -2.81712 0.45005 0.633 -1.655 1.641
O 1.01405 2.29981 2.23960 -2.348 0.565 1.360
B -0.46647 0.96231 -0.71525 -0.446 -1.492 0.831
H -0.64485 -2.09447 -2.40772 -0.808 -0.008 -0.139
H -0.60831 -3.61102 -0.01522 -0.004 -0.652 0.321
H -1.73660 -1.07668 -2.12351 -0.139 -0.859 -0.005
H 3.13655 0.75053 0.87571 0.049 0.378 -0.182
H -2.10589 1.13063 1.72101 -0.297 -0.113 0.444
H 1.79147 2.12802 1.74778 1.438 -0.313 -1.092
H -2.05110 -0.09380 2.56762 0.766 -0.911 0.586
H -2.98713 -0.24981 0.81073 -0.461 -0.230 0.018
H -0.94348 -2.26613 -0.28779 -0.734 2.160 -1.673
H 2.59078 -1.91773 1.41592 0.087 0.647 -0.321
H 0.25846 2.18596 1.64109 0.530 0.005 0.238
H 2.00454 -0.29019 -2.39789 0.075 -0.350 0.030
H 3.15061 2.03066 -0.05499 -0.019 -0.671 1.051
H 1.86446 -1.00263 0.44499 -1.051 0.259 -0.429
H 1.69485 1.13116 -2.07637 0.135 0.055 -0.042
H -3.71494 0.09603 -0.45904 -0.110 0.420 -0.464

***

[7]
19
Properties=species:S:1:pos:R:3:forces:R:3 method="wB97M-V/def2-TZVPD" smiles="CN1C(=S)C(=O)c2ccccc21" gap_ha=0.27845
S 4.27855 -0.55628 0.16525 1.660 -0.724 0.330
O 3.25712 2.41263 -0.14033 0.125 0.410 0.333
N 1.64857 -0.59651 -0.02883 -0.087 -0.880 0.980
C -0.64526 0.00994 -0.54195 -0.920 -3.261 0.370
C 0.59910 0.27914 -0.04136 -0.039 1.948 -0.740
C -1.20438 2.26638 -0.05076 1.736 -0.450 -0.275
C 1.01494 1.62302 0.20548 -0.610 -1.201 0.196
C 2.80696 0.02259 0.17987 -0.145 1.985 -0.667
C 1.48340 -2.02762 0.03076 -1.434 0.460 -0.840
C -1.55827 0.99214 -0.53474 1.134 3.787 1.621
C 2.45640 1.57164 0.14054 0.920 -0.929 0.015
C 0.09469 2.64603 0.27921 0.161 -0.794 -0.600
H -2.53747 0.96077 -0.81959 -2.388 -0.923 -0.955
H 2.46295 -2.37545 0.32852 -0.174 -0.809 0.000
H 0.60770 -2.27768 0.67379 0.982 0.075 0.085
H 1.14160 -2.32058 -0.97667 0.658 -0.508 0.250
H 0.39161 3.68487 0.46005 -0.210 -0.500 0.028
H -1.04489 -1.01436 -0.76606 0.994 0.902 -0.011
H -1.80113 3.09752 -0.08010 -2.363 1.412 -0.121

***

[8]
9
Properties=species:S:1:pos:R:3:forces:R:3 method="wB97M-V/def2-TZVPD" smiles="[H]/N=C1/CC1(Cl)Cl" gap_ha=0.36209
Cl -1.96673 -1.58664 0.11051 1.456 1.241 0.179
Cl -1.82915 1.43543 0.05171 0.831 -1.485 0.274
N 1.19677 0.18259 -1.46894 0.774 -0.153 -0.518
C 0.47677 0.01653 -0.47766 -0.596 -0.929 0.190
C 0.43774 -0.03168 0.98476 1.524 0.454 0.359
C -0.83561 -0.15276 0.17474 -1.998 0.974 -0.338
H 0.95688 -0.80681 1.53746 -0.598 -0.845 -0.400
H 0.81787 0.86579 1.46301 -1.047 0.574 0.107
H 0.74546 0.07756 -2.37560 -0.345 0.169 0.146